Entry 1:
Here is a cluster of 2 separate species, C2H5NO2S in total at a distorted geometry from the Open Molecules 2025 dataset. Energies are from wB97M-V/def2-TZVPD.

Output
**Molar mass**: 107.13 g/mol
**F_max**: 4.7 eV/Å
**Total energy**: -18569.7143 eV
**Energy relative to the best compared isomer or geometry (same formula, charge and spin)**: 135.0 kcal per mole
**LUMO level**: -1.473 eV
**2S+1**: 1
**HOMO**: -10.06 eV

Each line ends with the Mulliken charge.
Cartesian coordinates (Å):
C (-0.1002, -1.1702, 0.8022)  -0.30
C (-1.0969, 1.1045, -0.9310)  -0.41
N (0.2726, -0.6784, -0.6429)  -0.43
O (2.6548, -0.8728, 0.3567)  -0.54
O (1.2899, 1.0661, 1.0150)  -0.55
S (1.3552, -0.2470, 0.4387)  0.91
H (-0.8993, -0.5529, 1.0893)  0.28
H (-0.1651, -2.3129, 0.8223)  0.24
H (-0.9396, 1.2411, 0.1073)  0.30
H (-0.3981, 1.6151, -1.6262)  0.23
H (-1.9732, 0.8075, -1.4314)  0.26

=====

Entry 2:
Here is a structure of composition C4H6N2 at a distorted geometry from the Open Molecules 2025 dataset. Energies are from wB97M-V/def2-TZVPD.

Output
**Molar mass**: 82.11 g/mol
**F_max**: 1.1 eV/Å
**Total energy**: -7221.9366 eV
**Energy relative to the best compared isomer or geometry (same formula, charge and spin)**: 84.3 kcal per mole
**LUMO level**: -0.023 eV
**2S+1**: 1
**HOMO**: -8.76 eV

Each line ends with the Mulliken charge.
Cartesian coordinates (Å):
C (-1.2191, 0.2221, 0.9754)  -0.86
N (-0.1525, 0.3029, 0.0147)  0.05
C (-0.2672, 0.5299, -1.3098)  -0.47
C (0.8460, -0.6305, -0.2335)  -0.51
C (2.1317, -0.5109, 0.4135)  0.29
N (3.1873, -0.4215, 0.8893)  -0.42
H (-0.7777, 0.0442, 1.9566)  0.29
H (-1.9129, -0.5943, 0.7423)  0.34
H (-1.7639, 1.1677, 0.9868)  0.32
H (0.4960, 1.0789, -1.8415)  0.29
H (-1.2270, 0.3637, -1.8286)  0.30
H (0.6593, -1.5520, -0.7652)  0.37

=====

Entry 3:
Here is the ion C15H25F3N2O3P with charge +1 at a distorted geometry from the Open Molecules 2025 dataset. Energies are from wB97M-V/def2-TZVPD.

Output
**Molar mass**: 369.34 g/mol
**F_max**: 1.6 eV/Å
**Net charge**: +1
**Total energy**: -42514.5008 eV
**SMILES**: CCC[C@@H](C)[C@H]1OC[C@@H](CCC(F)=C(F)F)[N@H+](P(C)O)[C@H]1OC#N
**LUMO level**: -2.810 eV
**2S+1**: 1
**HOMO**: -12.19 eV

Each line ends with the Mulliken charge.
Cartesian coordinates (Å):
C (-1.2795, -1.2606, 2.1951)  -0.71
C (-2.3601, -0.5141, 1.3842)  -1.04
C (-1.7861, 0.7080, 0.6361)  0.82
C (-2.2523, 0.9261, -0.8253)  -0.12
C (-2.7977, 2.3465, -1.0434)  -1.71
C (-1.2243, 0.6212, -1.9399)  -0.41
O (-0.3611, 1.6831, -2.2561)  -0.50
C (0.5690, 1.9119, -1.2160)  -1.02
C (1.4561, 0.7187, -0.9172)  0.17
C (2.3556, 0.8586, 0.3196)  -1.22
C (1.8557, 1.8184, 1.4347)  -0.11
C (2.2544, 1.2048, 2.7427)  0.13
F (3.5515, 0.8731, 2.8927)  -0.33
C (1.3843, 0.9706, 3.7303)  0.26
F (0.3437, 1.7638, 3.9297)  -0.23
F (1.3818, -0.0588, 4.5471)  -0.23
N (0.7564, -0.6501, -0.9264)  0.14
P (2.1970, -1.8660, -1.3254)  0.39
C (1.6220, -2.9597, -2.6442)  -1.01
O (2.2418, -2.8545, -0.0414)  -0.45
C (-0.4487, -0.7006, -1.7890)  -0.32
O (-1.4338, -1.6424, -1.3476)  -0.39
C (-1.0138, -2.7686, -0.8711)  0.47
N (-0.6416, -3.7671, -0.4496)  -0.44
H (-0.9839, -2.2033, 1.7317)  0.16
H (-1.6219, -1.5094, 3.1953)  0.40
H (-0.3792, -0.6534, 2.3280)  -0.09
H (-3.1012, -0.1872, 2.1081)  0.52
H (-2.8654, -1.1991, 0.7098)  0.38
H (-0.7039, 0.6897, 0.7333)  -1.26
H (-2.1039, 1.5875, 1.1962)  0.89
H (-3.0925, 0.2557, -1.0000)  0.73
H (-3.7664, 2.4529, -0.5670)  0.46
H (-2.9100, 2.5238, -2.1107)  0.40
H (-2.0922, 3.0710, -0.6448)  0.34
H (-1.8103, 0.4445, -2.8423)  0.71
H (1.2409, 2.6958, -1.5614)  0.54
H (0.0422, 2.3230, -0.3588)  0.27
H (2.1384, 0.6484, -1.7618)  0.85
H (3.3095, 1.2381, -0.0327)  0.38
H (2.5728, -0.1106, 0.7700)  0.45
H (0.7813, 1.9320, 1.4871)  0.21
H (2.3800, 2.7685, 1.3297)  0.34
H (0.4805, -0.8515, 0.0417)  0.10
H (2.5397, -3.4018, -3.0356)  0.43
H (0.9862, -3.7770, -2.3151)  0.39
H (1.1455, -2.4487, -3.4790)  0.37
H (1.6001, -2.6803, 0.6589)  0.35
H (-0.1563, -0.9709, -2.8001)  0.53

=====

Entry 4:
Here is a cluster of 2 separate species, C3H7FO in total at a distorted geometry from the Open Molecules 2025 dataset. Energies are from wB97M-V/def2-TZVPD.

Output
**Molar mass**: 78.09 g/mol
**F_max**: 4.2 eV/Å
**Total energy**: -7988.0899 eV
**SMILES**: C=C(C)F.O
**Energy relative to the best compared isomer or geometry (same formula, charge and spin)**: 23.1 kcal per mole
**LUMO level**: 0.921 eV
**2S+1**: 1
**HOMO**: -9.61 eV

Each line ends with the Mulliken charge.
Cartesian coordinates (Å):
C (-0.2743, -0.5032, 1.1314)  -0.91
C (-0.6077, 0.1469, 0.0290)  0.73
C (-1.1360, 1.5052, -0.0374)  -0.97
F (-0.8127, -0.6022, -1.0746)  -0.28
H (-0.1003, 0.1125, 1.9675)  0.24
H (0.1390, -1.5177, 0.9052)  0.34
H (-0.7168, 2.2182, -0.7599)  0.30
H (-1.0166, 2.0770, 0.9010)  0.29
H (-2.1498, 1.3184, -0.3977)  0.25
O (2.2880, -1.1887, -0.9417)  -0.64
H (1.8324, -1.5361, -0.1913)  0.31
H (2.5548, -2.0304, -1.5316)  0.33

=====

Entry 5:
Here is a cluster of 17 separate species, C102H68O68 in total at a distorted geometry from the Open Molecules 2025 dataset. Energies are from wB97M-V/def2-TZVPD.

Output
**Molar mass**: 2381.60 g/mol
**F_max**: 4.2 eV/Å
**Total energy**: -246096.8216 eV
**LUMO level**: -2.033 eV
**2S+1**: 1
**HOMO**: -9.31 eV

Each line ends with the Mulliken charge.
Cartesian coordinates (Å):
C (5.2437, 2.0236, -0.6054)  -0.22
C (4.8363, 2.0141, 0.6967)  0.29
C (5.6993, 1.3199, 1.7088)  0.44
O (5.1634, 1.2671, 2.8060)  -0.74
C (6.9651, 0.7074, 1.3627)  -1.39
C (7.2329, 0.6239, 0.0483)  -0.05
C (6.3631, 1.2457, -1.0081)  1.49
O (6.7501, 0.9766, -2.1640)  -0.92
O (8.2449, -0.1577, -0.2983)  -0.66
O (3.7928, 2.6922, 1.0843)  0.63
H (4.7338, 2.5949, -1.3901)  -0.07
H (7.5142, 0.2744, 2.1090)  1.01
H (8.1902, -0.1830, -1.3069)  0.35
H (3.6778, 2.8536, 2.0607)  -0.30
C (-1.4869, 5.2213, -5.6776)  -0.87
C (-1.6574, 6.2519, -4.8175)  -0.04
C (-2.9096, 6.2954, -3.9889)  1.70
O (-2.9392, 7.2192, -3.2095)  -0.73
C (-3.9892, 5.4066, -4.2452)  -1.03
C (-3.8745, 4.4825, -5.2053)  -0.15
C (-2.5266, 4.2666, -5.8583)  1.14
O (-2.4445, 3.2360, -6.5222)  -0.63
O (-4.8108, 3.5815, -5.5731)  -0.57
O (-0.8105, 7.2667, -4.5889)  -0.65
H (-0.5456, 5.1123, -6.2244)  0.44
H (-4.9218, 5.3699, -3.7440)  0.66
H (-4.2994, 2.9818, -6.1900)  0.37
H (-1.2350, 7.7551, -3.8732)  0.42
C (-4.9777, -3.2092, 3.9588)  -0.76
C (-5.8700, -3.7970, 4.7872)  0.05
C (-5.7590, -5.2157, 5.2364)  1.21
O (-6.4362, -5.4995, 6.2125)  -0.71
C (-4.8385, -6.1192, 4.5340)  -1.03
C (-3.9720, -5.5390, 3.7156)  -0.43
C (-4.0067, -4.0503, 3.3589)  1.35
O (-3.0901, -3.6221, 2.6436)  0.15
O (-2.9938, -6.1830, 3.2065)  -0.66
O (-6.8858, -3.0547, 5.3326)  -0.66
H (-5.0951, -2.1591, 3.6649)  0.52
H (-4.8022, -7.1675, 4.7670)  0.59
H (-2.4657, -5.5336, 2.6702)  -0.02
H (-7.2536, -3.6966, 5.9579)  0.41
C (1.7331, -3.8045, -0.8001)  -0.65
C (2.5729, -4.0412, 0.1605)  0.87
C (2.2836, -4.9120, 1.4373)  0.37
O (3.1982, -5.1906, 2.2235)  -0.64
C (0.9915, -5.4604, 1.5311)  -0.70
C (0.1014, -5.2467, 0.5500)  -0.19
C (0.4034, -4.4428, -0.6998)  1.25
O (-0.5100, -4.2934, -1.4603)  -0.89
O (-1.1799, -5.6247, 0.6635)  -0.60
O (3.8130, -3.5923, 0.0828)  -0.40
H (1.9990, -3.3518, -1.7534)  0.52
H (0.6392, -5.9769, 2.3945)  0.66
H (-1.6388, -5.5032, -0.1884)  0.23
H (4.3511, -3.5720, 0.9124)  -0.07
C (2.8289, -0.2026, -5.6458)  -1.96
C (2.9828, -0.7786, -4.4501)  0.42
C (1.9656, -0.5125, -3.3276)  1.31
O (2.1674, -1.2189, -2.3697)  -0.09
C (0.8963, 0.4412, -3.4990)  -0.01
C (0.8523, 1.1388, -4.6549)  -1.21
C (1.7565, 0.7415, -5.8935)  1.70
O (1.4734, 1.2800, -6.9284)  -0.72
O (-0.1378, 1.9489, -5.0141)  0.73
O (3.9695, -1.5478, -4.1127)  -0.60
H (3.5004, -0.4607, -6.4404)  0.55
H (0.2471, 0.5679, -2.6418)  -0.72
H (-0.0209, 2.1382, -5.9727)  0.17
H (3.9238, -1.6527, -3.1182)  0.04
C (1.5883, 4.3547, -0.0866)  0.40
C (1.1013, 4.9461, 1.0213)  0.29
C (1.8641, 6.0798, 1.6751)  0.82
O (1.4199, 6.3719, 2.7690)  -0.67
C (2.9235, 6.7485, 0.9903)  -1.30
C (3.2335, 6.3811, -0.2265)  0.01
C (2.6019, 5.0844, -0.8663)  0.80
O (3.1151, 4.7937, -1.9333)  -0.46
O (4.0333, 6.9329, -1.0553)  -0.69
O (0.1402, 4.2979, 1.7293)  -0.19
H (1.2933, 3.3938, -0.5307)  -0.39
H (3.4330, 7.6296, 1.4644)  0.40
H (4.0609, 6.3936, -1.8728)  0.37
H (-0.1438, 4.7979, 2.4957)  0.10
C (7.3433, -2.7793, 2.8833)  -1.27
C (8.2692, -2.1826, 3.7365)  0.28
C (7.8252, -1.4357, 4.9428)  0.86
O (8.7589, -0.9689, 5.5703)  -0.66
C (6.4468, -1.1680, 5.2217)  -0.73
C (5.4992, -1.6734, 4.4268)  0.55
C (5.9566, -2.3823, 3.1479)  0.25
O (5.0863, -2.5734, 2.2399)  -0.47
O (4.2121, -1.6877, 4.6679)  -0.44
O (9.5531, -2.2034, 3.4955)  -0.56
H (7.6327, -3.2479, 1.9943)  0.68
H (6.1868, -0.4489, 6.0415)  0.37
H (3.6056, -1.9305, 3.8647)  0.22
H (10.0600, -1.8234, 4.2464)  0.37
C (-0.9785, -1.2295, -6.2520)  -0.76
C (-2.0617, -0.4614, -6.4405)  -0.23
C (-3.1300, -0.1575, -5.3686)  1.17
O (-4.1187, 0.5403, -5.7018)  -0.73
C (-3.0546, -0.8392, -4.1277)  -0.54
C (-1.9422, -1.5508, -3.8680)  0.19
C (-0.8555, -1.8167, -4.9682)  0.69
O (0.1016, -2.3730, -4.5341)  -0.56
O (-1.7792, -2.1394, -2.7346)  0.06
O (-2.1670, 0.2379, -7.5705)  -0.64
H (-0.2101, -1.2516, -7.0327)  0.47
H (-3.7968, -0.7581, -3.3709)  0.45
H (-0.9147, -2.7263, -2.6202)  -0.09
H (-2.8872, 0.9089, -7.4271)  0.38
C (-1.7124, -4.6484, 5.9017)  -1.01
C (-2.5747, -3.9101, 6.6003)  -0.07
C (-2.5642, -2.3926, 6.7814)  1.60
O (-3.5350, -1.9767, 7.3561)  -0.73
C (-1.4455, -1.6539, 6.2919)  -0.88
C (-0.5603, -2.3225, 5.5762)  -0.21
C (-0.6498, -3.8471, 5.2799)  1.41
O (0.3248, -4.3145, 4.7270)  -0.60
O (0.5667, -1.8582, 5.0985)  -0.31
O (-3.6417, -4.4124, 7.2603)  -0.68
H (-1.5319, -5.7147, 5.8744)  0.52
H (-1.1806, -0.6113, 6.5205)  0.53
H (0.9659, -2.5694, 4.5389)  0.05
H (-4.0002, -3.5508, 7.5757)  0.38
C (2.5832, 3.2353, -4.5328)  -0.08
C (2.7220, 3.8721, -5.7230)  -0.56
C (3.9796, 3.9156, -6.5462)  1.45
O (3.8088, 4.4899, -7.6278)  -0.72
C (5.1864, 3.3814, -5.9898)  -0.80
C (5.0552, 2.7226, -4.8609)  -0.45
C (3.7830, 2.5959, -4.0610)  1.04
O (3.7761, 1.9468, -3.0498)  -0.29
O (6.1341, 2.1535, -4.3486)  -0.55
O (1.7150, 4.5639, -6.3803)  -0.59
H (1.7773, 3.4881, -3.8114)  0.40
H (6.1377, 3.4700, -6.4071)  0.66
H (6.0173, 1.5647, -3.5675)  0.35
H (2.2242, 4.9349, -7.1585)  0.43
C (4.6803, -6.7994, -1.5795)  -0.75
C (5.3419, -5.9781, -0.7522)  0.27
C (6.0056, -4.6259, -1.1625)  0.82
O (6.7214, -4.0649, -0.3564)  -0.58
C (5.5733, -4.0521, -2.4521)  -0.82
C (4.7769, -4.7933, -3.2480)  0.01
C (4.3775, -6.2164, -2.8924)  1.16
O (3.8623, -6.8564, -3.8127)  -0.69
O (4.3855, -4.4330, -4.4790)  -0.52
O (5.7331, -6.4516, 0.5314)  -0.63
H (4.4535, -7.8469, -1.3906)  0.51
H (5.8342, -3.0078, -2.7324)  0.60
H (4.0328, -5.2198, -4.8805)  0.37
H (6.1563, -5.7300, 1.0155)  0.33
C (-5.3676, -5.1908, 0.6892)  -0.50
C (-6.4581, -4.6392, 1.2963)  -0.15
C (-6.7852, -3.1767, 1.1293)  0.71
O (-7.7746, -2.8101, 1.8032)  -0.75
C (-6.0477, -2.2694, 0.3126)  0.00
C (-4.9267, -2.8315, -0.1802)  0.14
C (-4.4869, -4.2973, 0.0241)  0.65
O (-3.4455, -4.5998, -0.5378)  -0.85
O (-4.0776, -2.1637, -0.9027)  0.12
O (-7.2341, -5.3055, 2.1222)  -0.59
H (-5.0805, -6.2447, 0.7702)  0.44
H (-6.2110, -1.1692, 0.2047)  0.50
H (-3.2790, -2.6857, -1.0830)  -0.20
H (-7.8682, -4.7311, 2.5531)  0.43
C (-2.7766, 0.6825, 3.6672)  -0.54
C (-2.2647, 1.8156, 3.2260)  0.90
C (-2.6004, 3.1712, 3.8783)  0.38
O (-1.7778, 4.0374, 3.6866)  -0.53
C (-3.7240, 3.1979, 4.7776)  -1.50
C (-4.4957, 2.1256, 4.9058)  -0.28
C (-4.0267, 0.7258, 4.4398)  0.44
O (-4.6913, -0.2077, 4.8047)  -0.54
O (-5.7112, 2.1530, 5.4752)  -0.66
O (-1.3463, 1.8243, 2.2977)  2.07
H (-2.4008, -0.3034, 3.4301)  0.89
H (-4.0859, 4.1344, 5.1730)  0.55
H (-5.8109, 1.2028, 5.5322)  0.32
H (-0.9024, 2.6778, 2.2058)  -1.05
C (0.6927, 1.8283, 4.7832)  0.57
C (1.8475, 2.1554, 4.2476)  0.36
C (2.3259, 3.6085, 4.1677)  0.51
O (3.2414, 3.7381, 3.3887)  -0.74
C (1.6163, 4.5971, 4.9068)  -0.62
C (0.5415, 4.2888, 5.5825)  0.04
C (0.0227, 2.8320, 5.6005)  0.82
O (-1.0207, 2.5719, 6.2242)  -0.71
O (-0.1594, 5.1932, 6.3104)  -0.63
O (2.5370, 1.1811, 3.6262)  0.25
H (0.3742, 0.7037, 4.8791)  -0.49
H (2.0276, 5.6108, 4.8007)  0.49
H (-0.8829, 4.7158, 6.7172)  0.38
H (3.4208, 1.4816, 3.3106)  -0.34
C (-3.0219, 4.7344, 0.9504)  -0.51
C (-3.5434, 3.5011, 0.7014)  -0.15
C (-2.9377, 2.6804, -0.4116)  1.68
O (-3.3504, 1.5293, -0.3839)  0.01
C (-1.9275, 3.2514, -1.3713)  -1.50
C (-1.6164, 4.5481, -1.2224)  -0.19
C (-2.0546, 5.2935, 0.0417)  0.64
O (-1.5814, 6.3772, 0.2922)  -0.71
O (-0.8903, 5.2540, -2.1162)  -0.58
O (-4.5672, 3.0040, 1.3400)  -0.71
H (-3.4184, 5.3849, 1.7299)  0.56
H (-1.5930, 2.5588, -2.1661)  0.35
H (-0.4866, 6.0216, -1.6338)  0.49
H (-4.6874, 2.1288, 0.9043)  0.17
C (-6.3885, -0.9367, -3.0404)  -0.92
C (-6.9406, -1.1074, -4.3168)  0.43
C (-7.3676, 0.0044, -5.2454)  1.06
O (-7.7763, -0.3419, -6.3270)  -0.67
C (-7.2341, 1.3419, -4.7299)  -0.87
C (-6.5931, 1.5862, -3.5307)  0.11
C (-6.2590, 0.4323, -2.6214)  1.89
O (-5.8663, 0.7833, -1.5294)  -0.71
O (-6.4041, 2.7333, -2.9564)  -0.68
O (-7.1607, -2.2962, -4.8632)  -0.67
H (-6.1339, -1.8366, -2.4439)  -0.07
H (-7.4413, 2.2524, -5.3434)  0.30
H (-6.0262, 2.4732, -2.0146)  0.43
H (-7.5313, -2.1003, -5.7788)  0.39
C (0.1256, -1.4786, 1.8382)  -0.45
C (-0.4379, -0.7208, 0.9535)  -0.09
C (0.2048, 0.3882, 0.2581)  -0.07
O (-0.4242, 1.1693, -0.4193)  0.41
C (1.6257, 0.4340, 0.3105)  -0.31
C (2.2699, -0.3936, 1.1338)  0.34
C (1.5384, -1.3338, 2.0461)  0.93
O (2.1744, -2.0371, 2.8000)  -0.69
O (3.6188, -0.5568, 1.0683)  2.21
O (-1.7187, -0.9686, 0.5762)  1.35
H (-0.4566, -2.2475, 2.3303)  0.63
H (2.1540, 1.1223, -0.3322)  0.02
H (3.9202, -1.2840, 1.6464)  -1.67
H (-1.9968, -0.2608, 0.0508)  -0.92